No. 1
{"formula": "C3H5NO2", "method": "ωB97M-V/def2-TZVPD", "symbols": ["C", "C", "C", "N", "O", "O", "H", "H", "H", "H", "H"], "positions_angstrom": [[-1.13, 1.86, 0.38], [-0.91, -0.80, 0.61], [1.32, -0.66, -0.16], [0.01, 1.90, 0.51], [2.03, -0.43, -1.29], [0.00, -0.78, -0.28], [-2.10, 1.88, -0.04], [-1.88, -1.01, 0.15], [-0.83, -1.16, 1.63], [1.90, -0.22, 0.66], [1.59, -0.59, -2.16]], "de_lowest_ev": 5.927, "homo_ev": [-7.1, -6.8], "spin_multiplicity": 1, "energy_ha": -322.35652}

No. 2
{"formula": "C17H25Cl5NNdO2P2", "method": "ωB97M-V/def2-TZVPD", "symbols": ["C", "C", "N", "C", "C", "C", "C", "P", "Nd", "P", "C", "O", "O", "H", "H", "H", "C", "C", "H", "H", "H", "H", "C", "C", "H", "H", "H", "H", "H", "H", "H", "H", "H", "H", "H", "H", "H", "H", "H", "H", "H", "H", "Cl", "C", "C", "C", "Cl", "C", "Cl", "C", "Cl", "C", "Cl"], "positions_angstrom": [[-0.82, 1.15, -4.02], [-0.86, 0.65, -2.72], [-0.03, 1.14, -1.76], [0.80, 2.17, -2.06], [0.79, 2.76, -3.32], [0.00, 2.23, -4.34], [-1.85, -0.45, -2.44], [-2.42, -0.60, -0.68], [0.00, 0.00, 0.66], [2.28, 1.65, 0.34], [1.74, 2.77, -1.04], [-0.69, -2.99, -3.01], [-0.02, -3.27, -0.36], [-1.47, 0.70, -4.77], [1.43, 3.63, -3.49], [0.01, 2.66, -5.34], [-3.93, 0.42, -0.71], [-3.14, -2.27, -0.56], [2.68, 3.07, -1.54], [1.29, 3.66, -0.58], [-1.42, -1.45, -2.76], [-2.77, -0.26, -3.01], [2.68, 2.85, 1.67], [3.95, 1.21, -0.23], [0.60, -2.40, -0.43], [0.45, -3.87, 0.25], [-0.28, -3.27, -2.15], [0.03, -2.84, -3.64], [-0.62, 1.80, 1.16], [1.12, -1.30, -0.53], [-4.68, -0.07, -1.36], [-4.31, 0.52, 0.32], [-3.70, 1.43, -1.09], [-3.90, -2.40, -1.34], [-2.34, -3.02, -0.65], [-3.59, -2.37, 0.44], [4.58, 2.11, -0.29], [4.38, 0.47, 0.46], [3.87, 0.74, -1.22], [3.54, 3.46, 1.39], [1.80, 3.47, 1.88], [2.90, 2.27, 2.59], [2.53, -1.87, 2.32], [1.23, -1.64, 3.46], [0.15, -0.90, 3.03], [-0.90, -0.61, 3.87], [-2.25, 0.26, 3.19], [-0.88, -1.04, 5.22], [-2.14, -0.59, 6.29], [0.20, -1.86, 5.65], [0.22, -2.46, 7.25], [1.26, -2.19, 4.76], [2.53, -3.23, 5.24]], "homo_ev": [-7.7, -7.6], "s2": 3.755, "spin_multiplicity": 4, "energy_ha": -4413.01706}

No. 3
{"formula": "C18H19FN2O4S", "method": "ωB97M-V/def2-TZVPD", "symbols": ["N", "C", "O", "C", "C", "C", "C", "C", "C", "O", "C", "C", "C", "C", "C", "C", "C", "H", "H", "F", "H", "H", "H", "H", "H", "H", "S", "O", "O", "N", "C", "H", "C", "H", "H", "C", "H", "H", "C", "H", "H", "H", "H", "H", "H"], "positions_angstrom": [[-2.33, -1.65, -3.50], [-1.55, -0.62, -3.11], [-0.86, 0.01, -3.87], [-1.56, -0.37, -1.63], [-1.32, -1.39, -0.73], [-1.20, -1.12, 0.62], [-1.31, 0.17, 1.09], [-1.57, 1.21, 0.21], [-1.72, 0.95, -1.16], [-2.04, 1.87, -2.08], [-1.83, 3.24, -1.80], [-0.38, 3.54, -1.51], [-0.02, 4.52, -0.59], [1.31, 4.79, -0.33], [2.27, 4.05, -0.99], [1.95, 3.06, -1.90], [0.61, 2.81, -2.16], [0.33, 2.05, -2.88], [2.73, 2.51, -2.40], [3.58, 4.29, -0.73], [1.60, 5.55, 0.38], [-0.79, 5.09, -0.09], [-2.48, 3.58, -0.99], [-2.14, 3.75, -2.72], [-1.65, 2.21, 0.58], [-1.21, 0.35, 2.15], [-0.85, -2.44, 1.78], [-0.79, -3.67, 1.05], [-1.77, -2.35, 2.88], [0.66, -1.93, 2.33], [1.72, -2.28, 1.41], [2.52, -1.54, 1.52], [2.20, -3.69, 1.83], [1.78, -4.43, 1.16], [3.29, -3.75, 1.78], [1.67, -3.88, 3.26], [2.45, -4.14, 3.96], [0.90, -4.65, 3.27], [1.03, -2.52, 3.61], [1.75, -1.86, 4.09], [0.14, -2.60, 4.23], [1.34, -2.25, 0.39], [-1.19, -2.41, -1.06], [-2.91, -2.16, -2.85], [-2.36, -1.90, -4.47]], "de_lowest_ev": 0.107, "homo_ev": -9.1, "spin_multiplicity": 1, "smiles": "NC(=O)c1cc(S(=O)(=O)N2CCCC2)ccc1OCc1ccc(F)cc1", "energy_ha": -1605.84612}

No. 4
{"formula": "C19H15ClF2N4O4S", "method": "ωB97M-V/def2-TZVPD", "symbols": ["O", "C", "N", "H", "C", "C", "N", "N", "C", "S", "C", "H", "H", "C", "O", "N", "C", "C", "C", "C", "C", "C", "F", "H", "F", "H", "H", "H", "O", "H", "H", "C", "O", "C", "C", "C", "C", "C", "C", "H", "H", "Cl", "H", "H", "H", "H"], "positions_angstrom": [[-0.88, 1.36, 1.16], [-0.99, 2.33, 0.44], [0.00, 2.89, -0.28], [-0.26, 3.60, -0.95], [1.29, 2.25, -0.47], [1.09, 1.01, -1.28], [1.20, 0.81, -2.54], [0.74, -0.43, -2.80], [0.35, -0.93, -1.66], [-0.41, -2.43, -1.32], [-0.95, -2.08, 0.40], [-1.70, -2.84, 0.60], [-1.39, -1.08, 0.43], [0.19, -2.27, 1.39], [0.68, -3.36, 1.58], [0.57, -1.12, 2.03], [1.54, -1.02, 3.02], [2.08, -2.12, 3.70], [3.02, -1.95, 4.70], [3.44, -0.68, 5.03], [2.95, 0.44, 4.38], [2.01, 0.24, 3.39], [1.54, 1.34, 2.75], [3.28, 1.43, 4.64], [4.36, -0.52, 6.00], [3.43, -2.81, 5.21], [1.75, -3.11, 3.43], [0.14, -0.24, 1.75], [0.56, -0.07, -0.65], [1.70, 1.98, 0.50], [1.96, 2.93, -1.00], [-2.32, 3.05, 0.21], [-2.52, 3.24, -1.17], [-2.50, 2.11, -1.96], [-2.84, 0.84, -1.51], [-2.79, -0.24, -2.38], [-2.39, -0.06, -3.69], [-2.06, 1.21, -4.15], [-2.12, 2.29, -3.29], [-1.87, 3.28, -3.63], [-1.74, 1.35, -5.17], [-2.29, -1.41, -4.75], [-3.06, -1.23, -2.03], [-3.15, 0.67, -0.49], [-2.29, 4.05, 0.65], [-3.14, 2.49, 0.69]], "homo_ev": -8.7, "spin_multiplicity": 1, "smiles": "O=C(COc1ccc(Cl)cc1)NCc1nnc(SCC(=O)Nc2ccc(F)cc2F)o1", "energy_ha": -2311.15346}

No. 5
{"formula": "C4H6N2", "method": "ωB97M-V/def2-TZVPD", "symbols": ["N", "C", "C", "N", "C", "C", "H", "H", "H", "H", "H", "H"], "positions_angstrom": [[-2.07, 0.01, -0.06], [-0.65, 0.08, -0.01], [0.28, 1.10, 0.14], [1.52, 0.51, 0.10], [1.40, -0.85, -0.07], [0.06, -1.13, -0.15], [-2.49, 0.44, -0.87], [-2.53, 0.27, 0.79], [0.18, 2.16, 0.27], [2.39, 1.00, 0.19], [2.29, -1.47, -0.13], [-0.55, -2.01, -0.27]], "de_lowest_ev": 0.637, "homo_ev": -8.2, "spin_multiplicity": 1, "smiles": "Nc1cc[nH]c1", "energy_ha": -265.51218}

No. 6
{"formula": "C2H3NS2", "method": "ωB97M-V/def2-TZVPD", "symbols": ["C", "C", "N", "S", "S", "H", "H", "H"], "positions_angstrom": [[-1.58, -0.44, 0.25], [0.76, -0.24, -0.07], [-0.39, -0.79, 0.50], [2.17, -0.96, -0.34], [0.89, 1.60, -0.11], [-2.17, -0.90, 0.95], [-1.85, 0.23, -0.57], [2.17, 1.51, -0.62]], "de_lowest_ev": 1.279, "homo_ev": -8.7, "spin_multiplicity": 1, "smiles": "C=NC(=S)S", "energy_ha": -929.07032}